Entry from OMol25: C17H40AsCoFOP as an isolated structure in a non-equilibrium geometry (ωB97M-V/def2-TZVPD).

Summary:
**Kohn-Sham gap (alpha / beta)**: 8.2 / 6.8 eV
**2S+1**: 4
**HOMO energy (alpha / beta)**: -11.65 / -11.87 eV
**DFT total energy**: -130784.4116 eV
**LUMO (alpha / beta)**: -3.49 / -5.04 eV
**<S²>**: 3.76
**Charge**: +1

Geometry as XYZ:
```
62
C17H40AsCoFOP | OMol25 | ωB97M-V/def2-TZVPD
C 4.79691 -1.39656 0.22179
C 5.13286 0.08276 0.71418
C 5.03508 1.15693 -0.44291
C 4.45641 2.56211 0.05323
C 2.87176 2.59496 -0.21203
C 2.06523 2.98549 1.08603
C 0.50781 2.78687 0.95920
C 0.17940 1.25419 0.81099
C -1.31032 0.96098 0.39330
As -1.39848 -1.03136 -0.01536
F -1.32084 -2.86984 -0.35677
O -0.78660 -0.78471 -1.74757
C -1.56198 -0.09998 -2.69033
C -0.55455 0.46098 -3.81321
C -3.35698 -0.98140 -0.45248
C -4.31356 -1.09783 0.83765
C -3.84877 -2.22831 -1.33959
C -5.17295 -1.86462 -2.17248
P -1.75769 -1.65176 2.19261
C -0.55957 -3.04240 2.67863
C -1.45821 -0.32945 3.46870
H 5.17175 -1.59659 -0.81864
H 3.70118 -1.62610 0.28831
H 5.32069 -2.14827 0.88172
H 4.47521 0.30030 1.59763
H 6.20030 0.06284 1.06850
H 4.46092 0.74898 -1.32622
H 6.07522 1.35199 -0.83646
H 4.95344 3.39232 -0.50294
H 4.60595 2.62314 1.16130
H 2.63988 3.29017 -1.07424
H 2.63149 1.54600 -0.60770
H 2.23268 4.09370 1.24230
H 2.51934 2.49092 1.98828
H 0.18197 3.27481 -0.00917
H -0.04246 3.29372 1.79420
H 0.74748 0.88938 -0.10842
H 0.53897 0.62176 1.65805
H -1.46394 1.59737 -0.51837
H -2.06745 1.30607 1.14367
H 0.13073 -1.07156 0.36938
H -2.16861 0.78519 -2.38052
H -2.26417 -0.77422 -3.26827
H -1.11942 0.46122 -4.79066
H 0.37426 -0.16578 -3.86270
H -0.32778 1.55892 -3.62229
H -3.71691 -0.00079 -0.88524
H -4.36642 -2.13279 1.25373
H -4.15507 -0.27887 1.58462
H -5.34567 -0.90323 0.40990
H -3.09343 -2.53981 -2.09965
H -4.05598 -3.06987 -0.63339
H -4.79585 -1.51095 -3.17827
H -5.73921 -2.80866 -2.38113
H -5.78900 -1.07163 -1.68167
H -0.06944 -2.79986 3.66211
H -1.03877 -4.04898 2.64945
H 0.26368 -2.98447 1.90755
H -1.80542 -0.76130 4.45974
H -0.37099 -0.07969 3.65093
H -2.08387 0.59976 3.34619
Co 1.00981 0.61780 -1.70515
```